The following is a DFT calculation (ωB97M-V/def2-TZVPD) of a 2-piece molecular cluster, C5H12O overall.

Geometry as XYZ:
```
18
Properties=species:S:1:pos:R:3:mulliken_charge:R:1
C -1.5301 2.0326 -0.1664 -1.0690
C -0.5694 0.9883 -0.7949 -0.3583
C -0.6636 -0.3495 -0.4814 -0.3424
C 0.2738 -1.3548 -1.0233 -0.3338
C 0.5937 -2.3736 0.1195 -1.0564
H -2.5295 1.7754 -0.3337 0.3424
H -1.4626 2.8501 -0.7675 0.4109
H -1.1557 2.2511 0.8677 0.2040
H 0.1701 1.3888 -1.4880 0.3638
H -1.2797 -0.8752 0.1199 0.4517
H 0.2334 -1.7043 -2.0598 0.3758
H 1.2242 -0.7990 -0.9413 0.1681
H -0.2821 -3.0822 0.2219 0.2702
H 0.6924 -1.8503 1.1429 0.2384
H 1.5330 -3.0101 0.1009 0.3434
O 1.3596 1.5341 2.1112 -0.6631
H 1.0738 0.9325 1.3755 0.3465
H 2.3186 1.6460 1.9968 0.3080
```

Values from the calculation:
**ΔE to the lowest compared entry with this formula, charge and spin**: 51.11 kcal/mol
**M**: 88.15 g mol⁻¹
**HOMO**: -9.2121 eV
**SMILES**: C/C=C/CC.O
**LUMO energy**: 0.9 eV
**E**: -7425.095 eV